Formula: C8H14N2
Source: the Open Molecules 2025 dataset
Level of theory: the ωB97M-V functional and the def2-TZVPD basis

XYZ file:
```
24
Properties=species:S:1:pos:R:3:forces:R:3:mulliken_charge:R:1
C -1.7039 -1.2268 1.5384 0.1 -0.4 0.0 -0.233
C -0.7456 -2.1787 1.8121 -0.4 0.0 -0.1 -0.390
N 0.3235 -1.4737 2.3063 0.6 0.0 0.3 0.001
C -0.0182 -0.1539 2.3134 -0.4 0.1 -0.1 -0.398
N -1.2452 0.0302 1.8525 0.8 -0.3 0.3 -0.446
H -2.7025 -1.3836 1.1305 0.4 0.1 0.2 0.374
H -0.7285 -3.2630 1.7029 0.0 0.5 0.0 0.384
H 1.2162 -1.8676 2.6138 -0.7 0.3 -0.3 0.202
H 0.6599 0.6249 2.6623 -0.3 -0.3 -0.1 0.431
C 0.8427 -0.4430 -1.1315 0.1 -0.4 0.1 0.079
C -0.2112 0.0396 -2.1284 -0.1 -0.2 -0.3 -0.759
C -0.8317 1.2424 -1.4065 -0.4 0.1 0.0 -0.482
C 0.3474 1.9025 -0.6457 0.0 0.4 0.2 -0.558
C 1.5005 0.8659 -0.6763 0.3 0.1 0.1 -0.708
H 1.5643 -1.1647 -1.5604 -0.3 0.3 0.2 0.375
H 0.3414 -0.9362 -0.2765 0.2 0.2 -0.4 -0.197
H -0.9549 -0.7341 -2.4001 0.4 0.4 0.1 0.328
H 0.2876 0.3690 -3.0602 -0.2 -0.1 0.3 0.303
H -1.5873 0.8773 -0.6845 0.4 0.2 -0.3 0.157
H -1.3375 1.9446 -2.0968 0.2 -0.3 0.3 0.355
H 0.0553 2.1427 0.3947 0.1 -0.1 -0.5 0.217
H 0.6578 2.8461 -1.1345 -0.1 -0.4 0.3 0.350
H 2.2570 1.1675 -1.4260 -0.3 -0.1 0.4 0.352
H 2.0131 0.7726 0.3004 -0.2 0.1 -0.5 0.263
```
Positions in Å, forces in eV/Å.

## Properties
- Net charge: 0
- SMILES: c1c[nH]cn1.C1CCCC1
- E_tot: -11503.2660 eV
- Energy above the lowest of the compared OMol25 structures with the same formula, charge and spin: 0.215 eV
- Orbital gap: 9.8 eV